Formula: C65H70FN3O5
Source: the Open Molecules 2025 dataset
Level of theory: the ωB97M-V functional and the def2-TZVPD basis

## Properties
Charge: 0
SMILES: NC[C@@H](O)Cc1cc(COCOCCO)c2ncc(CC(=O)F)nc2c1.c1ccccc1.c1ccccc1.c1ccccc1.c1ccccc1.c1ccccc1.c1ccccc1.c1ccccc1.c1ccccc1
Calculated total energy, eV: -85964.8300
Largest force on an atom, eV Å⁻¹: 1.52
LUMO level, eV: -0.569
HOMO energy, eV: -8.98

Each atom is followed by the atoms it is bonded to, with distances in Å.
CARTESIAN COORDINATES (ANGSTROEM)
1 C -2.04767 -1.54492 -0.16859  H32 1.093, C37 1.516, H51 1.089, C140 1.529
2 H -0.52835 -3.94816 -0.18827  C82 1.090
3 H -5.56781 -9.76574 2.82708  C35 1.083
4 H -8.62483 -2.10302 -3.92918  C83 1.083
5 C -2.08359 1.49827 -2.41488  C49 1.509, C55 1.427, C86 1.378
6 H 4.19043 -5.23088 2.84347  C56 1.082
7 H -12.68956 -0.32480 -1.75289  C40 1.082
8 H 15.48705 4.34921 -0.73354  C48 1.082
9 C -5.31654 -5.59564 3.33501  H61 1.082, C73 1.388, C128 1.387
10 H -3.66756 1.27951 -3.84403  C49 1.089
11 H 11.87612 10.41966 0.94479  C116 1.083
12 H -10.70537 -0.88742 -0.39322  C143 1.083
13 O -3.68119 3.18478 -2.99177  C49 1.423, C98 1.411
14 C 0.40602 4.03993 -2.17911  H42 1.081, C66 1.416, N76 1.302
15 H -8.81764 -4.98362 1.82774  C70 1.082
16 C -7.71017 -5.76399 3.49086  H60 1.083, C70 1.387, C128 1.389
17 C 1.87700 5.56782 0.03703  O26 1.169, F129 1.328, C141 1.497
18 H -5.65350 -2.33750 -0.89719  C138 1.084
19 H -5.69244 3.14677 -2.64168  C98 1.091
20 H -5.86869 -0.79434 -2.81506  C135 1.084
21 C 4.34635 -1.51697 1.81519  C34 1.387, H107 1.083, C121 1.388
22 H -3.85000 1.80573 -0.13544  C94 1.091
23 H 0.19583 0.14562 0.40671  C80 1.076
24 C 12.33902 5.24859 0.12529  C27 1.388, C47 1.388, H103 1.083
25 H -8.67033 -1.77135 -1.48348  C97 1.083
26 O 1.52633 6.56235 -0.46714  C17 1.169
27 C 12.37832 6.58373 -0.25179  C24 1.388, C43 1.388, H130 1.082
28 C 10.21205 9.19554 1.52192  H36 1.083, C116 1.388, C125 1.388
29 H 6.95398 10.04461 1.17361  C119 1.082
30 H -5.43883 -4.76803 -1.28725  C122 1.083
31 C -11.76921 -0.88851 -3.60641  C40 1.388, H53 1.082, C120 1.388
32 H -3.00399 -1.31028 0.30689  C1 1.093
33 H 7.99586 12.08695 0.25474  C124 1.082
34 C 5.45809 -2.32993 1.64743  C21 1.387, C45 1.388, H50 1.083
35 C -6.56879 -10.14643 2.66735  H3 1.083, C89 1.388, C115 1.388
36 H 10.83435 8.38656 1.88292  C28 1.083
37 C -1.56554 -0.23307 -0.75587  C1 1.516, C80 1.375, C86 1.423
38 H -1.85790 2.29490 1.73506  O71 0.960
39 C 3.12678 -3.37139 2.73390  C56 1.388, H101 1.083, C121 1.387
40 C -11.79829 -0.71113 -2.23027  H7 1.082, C31 1.388, C143 1.388
41 H -6.79908 -4.30583 0.57746  C127 1.083
42 H 0.67833 4.98298 -2.63303  C14 1.081
43 C 13.53646 7.11509 -0.80163  C27 1.388, C84 1.388, H134 1.083
44 H 10.83848 2.43872 -0.32630  C64 1.083
45 C 5.40278 -3.66647 2.01694  C34 1.388, C56 1.388, H62 1.082
46 C 8.81608 2.83250 0.26857  C64 1.388, H68 1.083, C88 1.388
47 C 13.45581 4.44363 -0.05100  C24 1.388, C48 1.388, H118 1.083
48 C 14.61498 4.97586 -0.59830  H8 1.082, C47 1.388, C84 1.388
49 C -2.98263 2.05093 -3.49386  C5 1.509, H10 1.089, O13 1.423, H93 1.083
50 H 6.36731 -1.92186 1.22409  C34 1.083
51 H -2.28601 -2.23697 -0.97517  C1 1.089
52 H 6.70556 0.55904 1.62280  C139 1.083
53 H -12.63673 -0.63686 -4.20278  C31 1.082
54 H -4.55670 -4.70083 1.53912  C73 1.083
55 C -0.93824 2.24778 -2.01252  C5 1.427, N76 1.364, C117 1.405
56 C 4.23575 -4.18770 2.55845  H6 1.082, C39 1.388, C45 1.388
57 N 0.96985 2.39967 -0.54419  C66 1.302, C117 1.365
58 C -5.67444 -3.72502 -4.49969  C59 1.388, H91 1.082, C106 1.389
59 C -5.78805 -2.35861 -4.28174  C58 1.388, H87 1.083, C135 1.388
60 H -8.59449 -6.06814 4.03664  C16 1.083
61 H -4.33513 -5.76306 3.75972  C9 1.082
62 H 6.26847 -4.30202 1.88214  C45 1.082
63 H -1.87902 -3.03031 1.31608  C140 1.098
64 C 9.93210 2.02522 0.09833  H44 1.083, C46 1.388, C78 1.388
65 H 6.78566 2.93481 0.95254  C88 1.083
66 C 1.21125 3.53906 -1.12706  C14 1.416, N57 1.302, C141 1.510
67 H 3.00788 3.76583 0.00895  C141 1.081
68 H 8.85121 3.87380 -0.02656  C46 1.083
69 H -5.45315 -5.65656 -3.59231  C106 1.082
70 C -7.83622 -5.15734 2.24969  H15 1.082, C16 1.387, C127 1.388
71 O -2.50876 2.97397 1.92543  H38 0.960, C126 1.422
72 H -2.13897 3.46951 -0.05151  C126 1.089
73 C -5.44222 -4.99662 2.08883  C9 1.388, H54 1.083, C127 1.388
74 C -8.94611 -9.79660 2.62971  C89 1.388, C90 1.388, H137 1.083
75 H -8.18777 -12.98513 1.78419  C81 1.082
76 N -0.64950 3.42686 -2.63352  C14 1.302, C55 1.364
77 H -10.60607 -1.52835 -5.29125  C120 1.082
78 C 9.88610 0.68876 0.46978  C64 1.388, C95 1.388, H99 1.082
79 H 10.45617 12.27413 0.13726  C104 1.082
80 C -0.45892 0.48904 -0.37510  H23 1.076, C37 1.375, C117 1.418
81 C -8.04061 -11.95432 2.07977  H75 1.082, C90 1.388, C115 1.388
82 C -0.04549 -3.11572 0.32328  H2 1.090, H110 1.086, N114 1.442, C140 1.532
83 C -9.51448 -1.70978 -3.45399  H4 1.083, C97 1.388, C120 1.388
84 C 14.65584 6.31207 -0.97199  C43 1.388, C48 1.388, H111 1.082
85 H 8.68801 -0.88224 1.30407  C95 1.083
86 C -2.37269 0.29963 -1.79994  C5 1.378, C37 1.423, H112 1.083
87 H -5.88439 -1.68199 -5.12140  C59 1.083
88 C 7.65561 2.30484 0.81686  C46 1.388, H65 1.083, C139 1.388
89 C -7.66310 -9.30995 2.83891  C35 1.388, C74 1.388, H96 1.081
90 C -9.13524 -11.11751 2.24739  C74 1.388, C81 1.388, H133 1.082
91 H -5.68559 -4.11443 -5.50929  C58 1.082
92 H -1.49549 -0.91988 2.23503  O100 0.962
93 H -2.37557 2.40613 -4.31771  C49 1.083
94 C -4.15517 2.81422 0.14613  H22 1.091, H113 1.089, C126 1.522, O131 1.417
95 C 8.72425 0.16056 1.01513  C78 1.388, H85 1.083, C139 1.388
96 H -7.51510 -8.28092 3.13473  C89 1.081
97 C -9.54151 -1.52596 -2.07838  H25 1.083, C83 1.388, C143 1.388
98 C -4.76368 2.85403 -2.15011  O13 1.411, H19 1.091, O131 1.386, H132 1.092
99 H 10.75589 0.05898 0.33454  C78 1.082
100 O -0.75086 -1.45176 1.93762  H92 0.962, C140 1.425
101 H 2.21852 -3.77768 3.16095  C39 1.083
102 H -3.17912 4.57862 0.86773  C126 1.084
103 H 11.43606 4.83506 0.55780  C24 1.083
104 C 10.00008 11.38020 0.54269  H79 1.082, C116 1.388, C124 1.388
105 H 0.37408 -2.14377 -1.43164  N114 1.006
106 C -5.54631 -4.59192 -3.42259  C58 1.389, H69 1.082, C122 1.388
107 H 4.38651 -0.47562 1.51991  C21 1.083
108 H -6.35390 -6.45422 5.00374  C128 1.083
109 H -5.90402 -12.12247 2.16210  C115 1.083
110 H 0.48408 -3.55662 1.16230  C82 1.086
111 H 15.56044 6.72746 -1.39704  C84 1.082
112 H -3.24636 -0.25549 -2.11737  C86 1.083
113 H -4.89937 2.74294 0.93746  C94 1.089
114 N 0.84405 -2.45234 -0.59783  C82 1.442, H105 1.006, H123 1.006
115 C -6.75742 -11.46910 2.29110  C35 1.388, C81 1.388, H109 1.083
116 C 10.79771 10.33949 0.99783  H11 1.083, C28 1.388, C104 1.388
117 C -0.13126 1.72593 -0.98725  C55 1.405, N57 1.365, C80 1.418
118 H 13.42342 3.40094 0.23938  C47 1.083
119 C 8.03208 10.12791 1.12642  H29 1.082, C124 1.388, C125 1.388
120 C -10.62796 -1.38865 -4.21803  C31 1.388, H77 1.082, C83 1.388
121 C 3.18094 -2.03661 2.36040  C21 1.388, C39 1.387, H142 1.084
122 C -5.53829 -4.09258 -2.12773  H30 1.083, C106 1.388, C138 1.388
123 H 1.39172 -1.72113 -0.17731  N114 1.006
124 C 8.61765 11.27462 0.60817  H33 1.082, C104 1.388, C119 1.388
125 C 8.82957 9.08850 1.58486  C28 1.388, C119 1.388, H144 1.083
126 C -2.93282 3.53827 0.69115  O71 1.422, H72 1.089, C94 1.522, H102 1.084
127 C -6.70112 -4.77660 1.54767  H41 1.083, C70 1.388, C73 1.388
128 C -6.45077 -5.98126 4.03478  C9 1.387, C16 1.389, H108 1.083
129 F 1.79755 5.41586 1.35355  C17 1.328
130 H 11.50537 7.20940 -0.11849  C27 1.082
131 O -4.65422 3.55107 -0.95664  C94 1.417, C98 1.386
132 H -4.78901 1.77358 -1.99131  C98 1.092
133 H -10.13579 -11.49532 2.08034  C90 1.082
134 H 13.56618 8.15601 -1.09758  C43 1.083
135 C -5.77925 -1.86083 -2.98589  H20 1.084, C59 1.388, C138 1.388
136 H 2.94627 4.71171 -1.52710  C141 1.084
137 H -9.80027 -9.14476 2.76425  C74 1.083
138 C -5.65683 -2.72713 -1.90878  H18 1.084, C122 1.388, C135 1.388
139 C 7.61016 0.96924 1.19171  H52 1.083, C88 1.388, C95 1.388
140 C -1.20717 -2.28263 0.87354  C1 1.529, H63 1.098, C82 1.532, O100 1.425
141 C 2.39720 4.35161 -0.66441  C17 1.497, C66 1.510, H67 1.081, H136 1.084
142 H 2.31327 -1.40060 2.49196  C121 1.084
143 C -10.68368 -1.02842 -1.46632  H12 1.083, C40 1.388, C97 1.388
144 H 8.37359 8.19493 1.99167  C125 1.083



Formula: C5H12N2O2
Source: the Open Molecules 2025 dataset
Level of theory: the ωB97M-V functional and the def2-TZVPD basis

## Properties
Charge: 0
Relative energy (zero: lowest compared OMol25 entry of this formula, charge and spin), kcal/mol: 118.1
SMILES: CO[C@@H](C)[C@](C)(N)N=O
Calculated total energy, eV: -12450.8633
Largest force on an atom, eV Å⁻¹: 3.25
LUMO level, eV: 0.748
HOMO energy, eV: -7.89

Each atom is followed by the atoms it is bonded to, with distances in Å.
CARTESIAN COORDINATES (ANGSTROEM)
1 C 0.05776 -1.45785 -1.37213  H2 1.094, H9 1.091, C10 1.505, H15 1.095
2 H -0.05973 -0.75213 -2.20020  C1 1.094
3 C 1.97221 0.68018 -0.71919  H6 1.094, H7 1.093, H16 1.095, C19 1.518
4 H -2.29438 0.70288 1.61338  C12 1.098
5 O -0.36824 2.17013 -1.13747  N13 1.190
6 H 2.71888 -0.11936 -0.68546  C3 1.094
7 H 1.63050 0.76983 -1.75305  C3 1.093
8 O -1.71188 -0.14528 -0.19045  C10 1.737, C12 1.404
9 H -0.71947 -2.21624 -1.47992  C1 1.091
10 C -0.08736 -0.74405 -0.05536  C1 1.505, O8 1.737, H14 1.090, C19 1.484
11 H -3.53961 -0.22033 0.73193  C12 1.097
12 C -2.47406 -0.18197 0.98780  H4 1.098, O8 1.404, H11 1.097, H18 1.101
13 N -0.36890 1.68477 -0.05137  O5 1.190, C19 1.774
14 H -0.23774 -1.41879 0.78706  C10 1.090
15 H 1.03503 -1.94393 -1.45559  C1 1.095
16 H 2.46545 1.62328 -0.46022  C3 1.095
17 H 0.45356 0.42102 2.23055  N21 1.015
18 H -2.26357 -1.06863 1.60561  C12 1.101
19 C 0.81877 0.39671 0.22663  C3 1.518, C10 1.484, N13 1.774, N21 1.440
20 H 1.72570 1.34879 1.77772  N21 1.016
21 N 1.24711 0.47097 1.59972  H17 1.015, C19 1.440, H20 1.016